Record 1
The ion C4H8FN2 with charge +1, computed with ωB97M-V/def2-TZVPD.

Calculated values
Lowest unoccupied orbital energy, Eh: -0.1324
Total charge: +1
Multiplicity: 1
Highest occupied orbital energy, eV: -15.51
Strongest force on any atom, eV/Å: 4.700
SMILES: C[N@H+]1CN=C(F)C1

Last column: natural (NBO) charge in e.
Cartesian coordinates (Å):
C1 1.140 -1.462 -0.439  0.636
C2 1.085 0.116 -0.457  -0.345
C3 -0.843 -0.970 0.428  -0.120
C4 -0.812 1.622 0.110  -0.417
N1 0.159 -2.053 0.075  -0.403
N2 -0.059 0.340 0.412  -0.372
F1 2.102 -2.066 -1.029  -0.248
H1 2.051 0.433 -0.030  0.280
H2 0.875 0.198 -1.614  0.283
H3 -1.588 -1.166 -0.416  0.252
H4 -1.337 -1.323 1.336  0.260
H5 -1.090 1.648 -0.888  0.236
H6 -1.569 1.848 0.823  0.249
H7 -0.279 2.507 0.253  0.249
H8 0.164 0.328 1.437  0.461

---

Record 2
A cluster of 2 separate species, C5H9N2O3 in total, computed with ωB97M-V/def2-TZVPD.

Calculated values
Lowest unoccupied orbital energy, Eh: 0.1317
Total charge: -1
Multiplicity: 1
Highest occupied orbital energy, eV: -4.04
Strongest force on any atom, eV/Å: 5.494

Last column: natural (NBO) charge in e.
Cartesian coordinates (Å):
C1 -2.578 0.112 -1.208  0.821
C2 -1.609 -0.052 0.346  0.490
C3 2.115 1.634 0.038  -0.610
C4 1.279 -0.644 0.635  -0.608
C5 1.270 0.427 -0.331  -0.379
N1 -1.830 -1.222 0.662  -0.170
N2 -1.724 -2.464 0.362  -0.455
O1 -2.085 -0.375 -2.166  -0.646
O2 -3.571 0.768 -0.970  -0.663
O3 -1.360 0.989 0.919  -0.661
H1 1.720 1.972 0.947  0.199
H2 2.016 2.344 -0.726  0.203
H3 3.104 1.412 0.435  0.182
H4 0.487 -1.383 0.359  0.232
H5 1.156 -0.311 1.586  0.197
H6 2.301 -1.133 0.555  0.175
H7 1.717 0.059 -1.346  0.163
H8 -2.693 -2.919 0.383  0.299
H9 0.286 0.785 -0.481  0.229

---

In eV, the orbital gap values for the records above are, in order, 11.903; 7.628.
In kJ/mol, the ΔE to the lowest compared entry with this formula, charge and spin values for the records above are, in order, 217.30; 359.26.
In eV, the E values for the records above are, in order, -9966.5729; -14451.7566.